# 1
ORCA calculation (ωB97M-V/def2-TZVPD) on a molecular structure, C21H56F8HfNO25PS9 at a distorted geometry.

LUMO level = -6.06 eV
total charge = +2
orbital gap = 0.3441 Ha
strongest force on any atom = 6.8 eV/Å

Positions of all 122 atoms, in Å:
Hf  8.83686  1.14890  -22.27021
P  8.47688  1.51555  -18.40565
F  7.01158  1.72741  -19.05947
F  7.90425  1.56371  -16.91674
F  8.28010  -0.10977  -18.57208
F  9.96150  1.25913  -17.86340
F  9.08315  1.52402  -19.97932
F  8.70107  3.11895  -18.40895
N  7.94741  1.91251  -24.14164
S  6.49394  2.06442  -24.88682
O  6.26062  1.35807  -26.11337
O  5.87064  3.33165  -24.64623
F  5.77956  1.22750  -23.72514
S  8.65848  2.95643  -25.32573
O  8.39366  4.35592  -25.16985
O  8.90824  2.42478  -26.62411
F  10.05747  2.82214  -24.57740
O  11.67732  4.85758  -21.39280
S  10.30540  4.82069  -21.80119
O  9.73558  3.50996  -22.05841
O  9.35538  5.62240  -20.77346
C  9.87356  6.68484  -19.96421
C  10.07227  6.13070  -18.53135
C  10.06019  5.84722  -23.25965
H  9.06216  7.41538  -19.87892
H  10.65844  7.27005  -20.44394
H  10.63916  5.21115  -18.68200
H  9.14147  5.72110  -18.14491
H  10.45554  6.91953  -17.89013
H  10.55343  5.29729  -24.05907
H  10.55399  6.79717  -23.06238
H  9.00013  6.00883  -23.42733
O  6.81110  0.24833  -21.51804
S  5.62762  -0.53781  -21.13532
O  4.34127  -0.19913  -21.66958
O  5.94926  -2.11553  -21.52746
C  4.83682  -2.99916  -21.76188
C  4.87457  -4.17053  -20.78186
C  5.47509  -0.70197  -19.37388
H  4.92038  -3.33957  -22.79244
H  3.88842  -2.50741  -21.54822
H  5.90205  -4.52228  -20.67583
H  4.20914  -4.98662  -21.05434
H  4.54807  -3.81414  -19.80338
H  5.55559  0.24995  -18.86351
H  6.23427  -1.45468  -19.17046
H  4.49669  -1.14129  -19.18462
O  11.18027  1.50362  -21.40866
S  12.22647  1.14118  -20.47564
O  11.94298  0.11487  -19.50773
O  13.44116  0.59766  -21.41052
C  14.54981  -0.02326  -20.72640
C  15.79891  -0.02041  -21.61450
C  13.01598  2.56917  -19.73117
H  14.14705  -0.98765  -20.41400
H  14.77011  0.54152  -19.81593
H  16.07682  0.97908  -21.93151
H  15.54150  -0.64696  -22.47186
H  16.55465  -0.59327  -21.08064
H  12.15409  3.10667  -19.33570
H  13.55198  3.12090  -20.49517
H  13.62327  2.24449  -18.89073
O  7.92894  -1.10903  -25.96172
S  7.49821  -1.48142  -24.62932
O  8.18417  -0.81263  -23.49759
O  5.87728  -1.26607  -24.52621
C  5.14077  -1.56043  -25.72767
C  3.70880  -1.06957  -25.56568
C  7.56992  -3.26815  -24.35900
H  5.15610  -2.65046  -25.80336
H  5.63076  -1.04264  -26.55045
H  3.56460  0.00346  -25.67247
H  3.37170  -1.46182  -24.60260
H  2.96929  -1.48741  -26.25097
H  8.58508  -3.64319  -24.29713
H  7.00422  -3.79131  -25.12726
H  7.00297  -3.32258  -23.42803
O  5.01679  3.49718  -21.92461
S  6.33124  3.86813  -21.47203
O  7.35020  2.81620  -21.52226
O  6.90771  5.16557  -22.26933
C  5.92290  5.95361  -22.94349
C  6.59134  7.15157  -23.59206
C  6.23123  4.61491  -19.83328
H  5.16059  6.25851  -22.21733
H  5.27323  5.50128  -23.69669
H  7.15468  6.83838  -24.46879
H  7.27853  7.60660  -22.87193
H  5.85297  7.93111  -23.76731
H  6.23943  3.83460  -19.08076
H  5.35530  5.25659  -19.77401
H  7.12056  5.24143  -19.81586
O  10.54826  0.40970  -23.79112
S  11.12339  -0.50523  -24.78109
O  10.59513  -1.82391  -24.91797
O  11.04628  0.39478  -26.09837
C  11.39609  -0.19228  -27.39086
C  10.36933  -1.07919  -28.01613
C  12.92904  -0.51616  -24.39134
H  12.33977  -0.72094  -27.22341
H  11.62106  0.70419  -27.96574
H  10.01288  -1.85304  -27.34003
H  10.79018  -1.69794  -28.81303
H  9.59252  -0.48334  -28.49166
H  13.38270  -1.14295  -25.15594
H  13.06437  -0.92365  -23.39411
H  13.18485  0.53648  -24.47754
O  11.73460  -2.12268  -21.57565
S  10.38065  -1.99408  -21.10913
O  9.68864  -0.72602  -21.35083
O  9.40879  -3.09439  -21.78800
C  9.81514  -4.49520  -21.86053
C  11.03967  -4.87338  -22.69442
C  10.27689  -2.45284  -19.31313
H  8.91413  -4.91149  -22.31714
H  9.76958  -5.08700  -20.94417
H  11.00942  -4.81291  -23.78374
H  11.37300  -5.89764  -22.52218
H  11.89587  -4.25091  -22.42923
H  9.30390  -2.17116  -18.92250
H  11.05797  -1.93346  -18.75709
H  10.57891  -3.49551  -19.22318

Atoms 1-6, force components in eV/Å:
0.28 -0.37 0.93
-0.12 0.07 2.04
0.11 0.00 0.27
-0.11 -0.38 -0.78
-0.03 0.78 0.08
-0.29 0.25 -0.52



# 2
ORCA calculation (ωB97M-V/def2-TZVPD) on a molecular structure, C21H56N5O8Ti2 at a distorted geometry.

spin multiplicity = 7
LUMO level (alpha / beta) = -3.98 / -3.85 eV
total charge = +1
⟨S²⟩ = 12.002
orbital gap (alpha / beta) = 0.2175 / 0.2588 Ha
strongest force on any atom = 2.1 eV/Å

Positions of all 92 atoms, in Å:
Ti  -0.93013  -1.22532  -5.03619
Ti  -2.59136  -2.82937  -2.17764
O  0.47391  -0.03489  -1.12420
C  -0.58306  -0.78575  -1.43745
O  -1.25272  -1.33286  -0.53180
O  -0.95615  -0.94173  -2.63580
H  0.39569  -0.03803  -0.14876
C  -0.74196  0.58710  2.88168
C  -0.20770  -0.84851  2.88809
C  0.40753  -1.30440  4.20199
O  1.18129  -2.46197  3.94636
C  1.98128  -2.83118  5.06840
N  -1.29268  -1.72704  2.45549
H  0.07806  1.30933  2.92188
H  -1.44903  0.71195  3.69826
H  -1.18300  0.78616  1.90204
H  0.62495  -0.89928  2.16231
H  -0.27713  -1.32267  5.05726
H  1.10753  -0.51835  4.52493
H  1.38620  -3.46759  5.72371
H  2.36301  -1.92617  5.54646
H  2.86868  -3.37255  4.73948
H  -0.98997  -2.68846  2.52434
H  -1.49746  -1.55931  1.46949
C  2.51135  -3.65322  -0.11032
C  1.44240  -4.70196  0.23908
C  1.98536  -5.84473  1.11740
O  2.82718  -6.78892  0.51436
C  2.19573  -7.64223  -0.38104
N  0.33354  -4.09515  0.95885
H  2.08567  -2.90583  -0.79191
H  3.27864  -4.13442  -0.72300
H  2.87880  -3.08087  0.74041
H  1.03883  -5.09243  -0.70082
H  1.17513  -6.37698  1.63161
H  2.47125  -5.37624  1.97891
H  2.80447  -8.51818  -0.60002
H  1.93433  -7.12442  -1.31407
H  1.23420  -8.07885  -0.06810
H  0.70971  -3.79675  1.86020
H  0.02514  -3.19952  0.58768
C  3.63742  5.93729  -0.07578
C  4.53783  4.73840  -0.29574
C  3.90823  3.69967  -1.24676
O  4.53789  2.44994  -1.01890
C  3.98149  1.41491  -1.82503
N  5.80452  5.19631  -0.87587
H  3.50064  6.48786  -1.00833
H  4.18096  6.58136  0.61917
H  2.64857  5.74148  0.34084
H  4.71194  4.23892  0.66476
H  4.08108  4.00560  -2.28379
H  2.83011  3.66128  -1.05544
H  4.14409  1.53893  -2.89603
H  2.92971  1.34422  -1.52691
H  4.47933  0.53560  -1.41568
H  6.27177  4.33131  -1.14670
H  6.42312  5.60059  -0.18062
C  -0.13391  3.30220  0.31094
C  -1.00848  3.76881  -0.85417
C  -0.21390  3.89773  -2.16861
O  -1.13145  4.04901  -3.23127
C  -0.54380  4.45994  -4.44999
N  -2.10838  2.80720  -1.00254
H  0.72666  3.97162  0.40719
H  0.32002  2.33100  0.11492
H  -0.74778  3.39610  1.20320
H  -1.39739  4.76977  -0.66544
H  0.38867  2.99837  -2.39153
H  0.54160  4.69431  -2.18254
H  -0.30216  5.52305  -4.50439
H  -1.25114  4.25139  -5.25175
H  0.34015  3.82539  -4.57756
H  -2.44535  2.93469  -1.95899
H  -1.74002  1.85873  -1.06832
C  -4.31934  -0.08574  -1.54947
C  -4.82236  -1.25734  -0.69471
C  -6.27106  -0.96397  -0.30632
O  -6.52789  0.29737  0.24448
C  -6.04518  0.45507  1.56030
N  -4.81536  -2.45066  -1.57139
H  -4.88689  0.05794  -2.46775
H  -3.25498  -0.08703  -1.80783
H  -4.34776  0.79237  -0.89825
H  -4.19602  -1.40641  0.18572
H  -6.79224  -1.77510  0.22437
H  -6.87161  -1.00187  -1.22706
H  -6.42967  1.40861  1.92285
H  -4.95072  0.50398  1.55978
H  -6.40511  -0.29401  2.27290
H  -5.40367  -3.16811  -1.13434
H  -5.40967  -2.23650  -2.37517

Atoms 1-6, force components in eV/Å:
-0.07 0.07 1.25
0.66 1.60 0.55
-0.73 -0.28 0.18
-1.12 -0.68 0.25
-0.03 -0.47 0.02
0.29 -0.45 -2.02